No. 1
Entry from the OMol25 dataset: a cluster of 2 separate species, C2H4BrN in total (ωB97M-V/def2-TZVPD).

Geometry as XYZ:
```
8
Properties=species:S:1:pos:R:3:forces:R:3
C 1.81968 -0.90823 -0.05872 -0.6 0.6 -0.4
C -0.71108 1.03173 -0.00073 -0.5 -0.2 2.3
N 1.63870 -2.08636 -0.03770 0.7 -2.4 0.9
Br 3.26734 0.30684 -0.02424 0.7 0.3 0.2
H -0.73452 1.05011 1.04780 -0.1 0.6 1.4
H -0.73332 0.07023 -0.30009 -0.2 -2.7 -1.9
H -0.38939 1.84492 -0.50473 0.9 2.2 -1.8
H 2.24120 -2.92405 0.23428 -0.8 1.7 -0.7
```
Forces are in eV/Å.

Calculated values
Kohn-Sham gap (alpha / beta) = 0.295 / 0.313 hartree
E_HOMO (alpha / beta) = -0.321 / -0.302 hartree

---

No. 2
Entry from the OMol25 dataset: a structure of composition C35H43Cl2N2O4RuS (ωB97M-V/def2-TZVPD).

Geometry as XYZ:
```
88
Properties=species:S:1:pos:R:3:forces:R:3
Ru -0.40907 -0.29806 -0.91530 -0.2 0.3 1.0
C 1.17537 -1.65112 0.54245 -0.2 -0.1 0.1
C 0.16398 -1.75485 1.51886 0.3 0.2 -0.1
C -0.89132 -2.59128 0.94596 -0.1 -0.2 -0.4
C -0.51640 -2.84636 -0.39004 0.0 0.1 0.1
C 0.78512 -2.32647 -0.64407 -0.1 0.1 -0.2
C 1.67378 -2.70144 -1.81560 0.0 0.1 -0.1
C 1.75253 -4.23010 -1.91536 0.0 0.1 0.0
C 3.07785 -2.12070 -1.63456 -0.1 0.0 0.1
C 1.06580 -2.13409 -3.10280 0.1 -0.2 0.2
C -2.08108 -3.37954 1.50984 -0.2 -0.1 0.0
C -1.86437 -4.86267 1.12866 0.1 0.1 0.0
C -2.26445 -3.35880 3.02592 0.1 0.0 -0.1
C -3.40483 -2.93309 0.87722 0.1 0.0 0.1
C 0.25794 -0.95838 2.81948 -0.1 0.2 0.1
C 0.31651 -1.81278 4.09858 -0.1 0.0 -0.1
C -0.93315 0.01892 2.85335 0.1 -0.1 0.0
C 1.54630 -0.11926 2.84576 0.0 0.0 -0.1
H 2.13858 -1.19442 0.68705 -0.1 0.2 0.0
H -1.05303 -3.49681 -1.06275 -0.1 0.1 -0.1
H 2.10588 -4.65635 -0.97532 0.0 0.0 0.0
H 2.44003 -4.51946 -2.71241 0.0 0.0 0.0
H 0.77364 -4.65598 -2.13663 0.0 0.0 0.0
H 3.55249 -2.51800 -0.73652 0.0 0.0 0.0
H 3.03894 -1.03117 -1.55587 0.1 0.0 0.0
H 3.69964 -2.37991 -2.49225 0.0 0.0 0.0
H 0.14967 -2.66266 -3.35794 -0.1 0.1 0.0
H 1.76339 -2.22752 -3.93748 0.0 0.0 -0.1
H 0.83889 -1.06740 -2.97145 0.0 0.0 -0.2
H -0.86243 -5.19395 1.40624 0.0 0.0 0.0
H -2.00081 -5.02744 0.06110 0.0 0.0 0.0
H -2.59032 -5.48662 1.65261 0.0 0.0 0.0
H -1.40396 -3.80164 3.52412 0.0 0.0 0.1
H -3.13846 -3.96127 3.27845 0.0 0.0 0.0
H -2.44388 -2.35567 3.40498 0.0 0.0 0.1
H -3.34082 -2.91862 -0.20957 0.0 0.0 0.0
H -3.68489 -1.93580 1.21238 0.0 0.0 0.0
H -4.19353 -3.63047 1.16791 0.0 0.0 0.0
H -0.64394 -2.21767 4.38819 0.0 0.0 0.0
H 0.66351 -1.19005 4.92443 0.0 0.0 0.0
H 1.02625 -2.63317 3.97484 0.0 0.0 0.0
H -1.88858 -0.50447 2.85571 0.0 0.0 0.0
H -0.91227 0.65831 1.96779 0.0 0.1 0.1
H -0.88342 0.65593 3.73907 0.0 0.0 0.0
H 2.43022 -0.75579 2.92789 0.0 0.0 0.0
H 1.52562 0.53745 3.71691 0.0 0.0 0.0
H 1.64001 0.50522 1.96306 0.0 0.0 0.0
C 1.27505 1.97710 -2.95269 -0.2 0.0 0.0
C -0.04615 2.56462 -2.54722 -0.1 -0.1 -0.1
C -0.28489 3.94528 -2.69428 0.0 0.1 -0.1
C -1.50845 4.45394 -2.37626 0.0 0.0 0.0
C -2.52290 3.59638 -1.90692 0.2 -0.3 0.0
C -3.81126 4.05154 -1.56017 -0.1 0.1 0.0
C -4.74465 3.17730 -1.07759 0.0 0.2 0.0
C -4.42182 1.82436 -0.90357 0.3 -0.1 -0.1
C -3.16843 1.34638 -1.22245 -0.2 0.1 0.0
S -2.81716 -0.33539 -0.92884 0.6 -0.2 0.1
C -2.19203 2.22860 -1.75129 -0.3 0.4 -0.1
N -0.96938 1.74828 -2.08454 0.4 -0.2 0.2
H 2.05931 2.73187 -2.92777 0.0 0.0 0.0
H 1.20496 1.58142 -3.96915 0.0 0.0 0.0
H 1.53858 1.16313 -2.27810 0.1 0.0 0.0
H 0.51012 4.58671 -3.05014 0.0 0.0 0.0
H -1.71473 5.51339 -2.46853 0.0 0.0 0.0
H -4.03865 5.10436 -1.67083 0.0 0.0 0.0
H -5.73114 3.52480 -0.80064 0.0 0.0 0.0
H -5.14381 1.13205 -0.49154 -0.1 0.0 0.0
Cl -0.84612 -2.36613 -6.15164 0.0 0.0 0.0
C -1.16453 -0.65177 -5.85492 -0.2 0.0 0.2
Cl -1.71774 -0.33891 -4.19065 0.0 -0.1 -0.5
H -1.94860 -0.33935 -6.53407 0.0 0.0 0.0
H -0.24644 -0.10148 -6.02580 0.0 0.0 0.0
O -0.56922 2.95774 0.55215 0.1 -0.1 0.2
C 0.54530 2.45040 0.54980 -0.2 0.3 0.1
O 0.87962 1.30902 0.06110 -0.2 -0.6 -0.4
C 1.70312 3.15251 1.24085 0.0 -0.3 0.0
C 3.01114 2.90894 0.82982 -0.1 0.1 0.1
C 4.07508 3.40264 1.55904 0.2 0.1 0.1
C 3.82140 4.15026 2.70107 -0.5 -0.3 -0.4
C 2.52490 4.42443 3.10964 0.1 0.1 0.2
C 1.46679 3.91982 2.37395 -0.1 0.1 -0.2
N 4.94492 4.64037 3.49224 0.4 0.2 0.3
O 4.69843 5.32581 4.46775 0.0 -0.1 -0.1
O 6.06917 4.33575 3.13640 -0.2 0.0 0.0
H 3.18382 2.31145 -0.05438 0.0 -0.1 0.0
H 5.09654 3.20663 1.26880 0.0 0.0 0.0
H 2.35880 5.00606 4.00435 0.0 0.0 0.0
H 0.44419 4.10510 2.67416 0.0 0.0 0.0
```
Forces are in eV/Å.

Calculated values
Kohn-Sham gap (alpha / beta) = 0.271 / 0.239 hartree
multiplicity = 6
E_HOMO (alpha / beta) = -0.283 / -0.292 hartree
⟨S²⟩ = 8.779

---

No. 3
Entry from the OMol25 dataset: the molecule C10H16OS2 (ωB97M-V/def2-TZVPD).

Geometry as XYZ:
```
29
Properties=species:S:1:pos:R:3:forces:R:3
C -1.16838 -0.07686 -1.50976 -5.9 1.1 -2.2
C 0.12586 -0.08050 -1.54467 10.0 -2.0 2.2
C -1.16547 -0.58203 0.82336 -1.0 0.6 0.7
C 0.18474 0.09614 0.89308 1.2 0.5 1.2
C 3.26797 -1.06456 0.94963 -2.0 3.0 -2.2
C 3.79653 0.23332 0.28003 -0.8 0.2 -1.0
C -1.99215 -0.03582 -0.33940 0.3 1.3 1.7
C 1.03155 -0.16027 -0.33063 -5.1 -2.6 -3.5
C -3.18077 -0.85600 -0.49927 0.8 -1.6 1.2
C -2.40618 1.47634 -0.05523 2.7 0.0 -0.2
O 1.99079 2.32055 0.52220 -0.4 0.5 0.6
S 2.08316 -1.68996 -0.30365 -0.9 1.6 0.4
S 2.42510 1.31008 -0.45807 3.7 0.5 -0.2
H -1.60819 0.13216 -2.48725 -0.6 -0.1 0.2
H 0.60105 -0.46611 -2.45816 0.0 0.4 0.1
H -0.96144 -1.65648 0.61383 -0.5 0.5 0.6
H -1.80720 -0.37554 1.77147 1.4 -0.8 -1.3
H 0.16865 1.20851 1.03511 -0.3 -1.1 0.3
H 0.72930 -0.38750 1.71126 -0.1 0.6 0.4
H 3.99374 -1.76920 0.85149 2.3 -2.0 0.9
H 2.80752 -0.80472 1.90075 0.3 -0.7 0.1
H 4.40182 0.81816 0.92053 0.4 0.8 0.9
H 4.39652 0.07735 -0.63153 -0.2 -0.5 0.3
H -3.86782 -0.78280 0.27728 -1.0 -0.1 2.0
H -2.95030 -1.87039 -0.72839 0.2 -1.0 0.1
H -3.70835 -0.49988 -1.25531 -2.4 1.5 -3.9
H -2.48205 1.56491 1.03925 -0.6 0.3 -0.4
H -3.24922 1.85043 -0.65247 0.2 -0.3 0.4
H -1.45678 2.07064 -0.33545 -1.7 -0.4 0.4
```
Forces are in eV/Å.

Calculated values
Kohn-Sham gap (alpha / beta) = 0.176 / 0.195 hartree
multiplicity = 3
E_HOMO (alpha / beta) = -0.155 / -0.310 hartree
⟨S²⟩ = 2.008

---

No. 4
Entry from the OMol25 dataset: a cluster of 2 separate species, C2H9NOS in total (ωB97M-V/def2-TZVPD).

Geometry as XYZ:
```
14
Properties=species:S:1:pos:R:3:forces:R:3
S -0.47619 -2.14422 1.42431 -0.7 0.7 -1.0
H 0.45192 -2.80529 2.09778 0.7 0.0 -0.2
C 0.30785 1.13800 0.33906 -0.1 0.1 0.6
O -0.41290 2.22907 0.89442 0.5 0.4 -1.0
C -0.42134 0.49267 -0.81712 1.9 0.0 -1.0
N 0.33546 -0.78050 -1.17648 0.9 1.9 -0.5
H 0.43992 0.38902 1.12579 0.2 -0.1 -0.3
H 1.27154 1.49006 0.02071 0.6 0.4 -0.1
H -0.95369 1.88332 1.58681 -0.6 -0.3 0.7
H -1.31069 0.17153 -0.38047 -2.0 -0.5 0.1
H -0.57062 1.17379 -1.70055 0.1 -0.7 1.0
H 0.12027 -1.55131 0.08553 0.0 -1.0 1.2
H 1.31114 -0.52465 -1.49433 -1.3 -0.4 0.7
H -0.09268 -1.16149 -2.00546 -0.2 -0.4 -0.1
```
Forces are in eV/Å.

Calculated values
Kohn-Sham gap = 0.337 hartree
E_HOMO = -0.312 hartree
SMILES = NCCO.S

---

Number 1: electronic energy -73666.54078 eV, largest force on an atom 0.0647 Eh/bohr. Number 2: electronic energy -86622.15111 eV, largest force on an atom 0.0209 Eh/bohr. Number 3: electronic energy -34340.40407 eV, largest force on an atom 0.2028 Eh/bohr. Number 4: electronic energy -16591.62573 eV, largest force on an atom 0.0418 Eh/bohr.